{"formula": "C25H23CoIN17PSe", "method": "ωB97M-V/def2-TZVPD", "energy_ha": -6320.28438, "relative_energy_kcal_mol": 2.0, "gap_ev": [6.857, 5.409], "spin_multiplicity": 5, "charge": 1, "symbols": ["Co", "N", "C", "N", "N", "N", "N", "C", "N", "N", "N", "N", "H", "Se", "N", "C", "C", "C", "C", "C", "N", "C", "C", "N", "C", "C", "C", "C", "C", "N", "H", "H", "H", "H", "H", "H", "C", "N", "C", "N", "C", "N", "C", "P", "C", "C", "H", "H", "H", "H", "H", "H", "H", "H", "H", "H", "H", "H", "I", "C", "C", "C", "C", "C", "N", "H", "H", "H", "H"], "xyz": [[1.648, -0.912, 1.693], [1.988, 1.736, 3.848], [2.709, 0.569, 4.123], [3.552, 0.498, 5.123], [3.976, -0.831, 5.035], [3.468, -1.412, 4.012], [2.608, -0.603, 3.395], [1.151, 1.859, 2.815], [0.312, 2.905, 2.772], [-0.328, 2.814, 1.621], [0.138, 1.800, 0.955], [1.098, 1.149, 1.699], [1.792, 2.356, 4.669], [-4.337, -5.541, -0.473], [-3.698, -5.019, 1.164], [-2.742, -4.160, 0.950], [-1.959, -3.471, 2.005], [-2.216, -3.562, 3.389], [-1.446, -2.875, 4.299], [-0.327, -2.213, 3.814], [-0.127, -2.052, 2.495], [-0.964, -2.626, 1.617], [-0.646, -2.288, 0.198], [0.352, -1.415, -0.035], [0.594, -1.034, -1.291], [-0.149, -1.517, -2.329], [-1.148, -2.412, -2.078], [-1.437, -2.851, -0.813], [-2.521, -3.780, -0.478], [-3.218, -4.422, -1.347], [-3.077, -4.176, 3.668], [-1.638, -2.910, 5.311], [0.313, -1.715, 4.558], [1.423, -0.376, -1.475], [0.088, -1.172, -3.280], [-1.750, -2.824, -2.866], [-2.812, 1.945, -3.676], [-1.574, 2.827, -3.890], [-2.017, 4.188, -3.465], [-2.488, 4.264, -2.093], [-3.627, 3.363, -1.940], [-3.284, 1.952, -2.314], [-2.222, 1.424, -1.487], [-0.709, 2.448, -1.324], [-0.353, 2.470, -3.146], [-1.450, 4.139, -1.083], [-2.631, 0.950, -4.016], [-3.621, 2.283, -4.313], [-2.844, 4.680, -4.096], [-1.223, 4.859, -3.672], [-4.373, 3.702, -2.639], [-3.947, 3.321, -0.912], [-1.923, 0.463, -1.869], [-2.594, 1.351, -0.400], [0.091, 1.516, -3.461], [0.375, 3.202, -3.378], [-0.705, 4.878, -1.235], [-1.961, 4.115, -0.146], [2.818, -3.632, 0.826], [3.917, -2.002, 0.130], [5.037, -2.262, -0.592], [5.791, -1.166, -1.045], [5.401, 0.116, -0.700], [4.185, 0.289, -0.008], [3.458, -0.752, 0.389], [5.264, -3.302, -0.783], [6.714, -1.351, -1.610], [5.947, 0.953, -1.113], [3.874, 1.255, 0.297]], "nbo_charge": [1.4893, -0.5870, 0.4256, -0.3413, -0.0866, -0.1091, -0.6050, 0.4633, -0.3333, -0.0831, -0.1540, -0.5384, 0.4453, 0.9181, -0.5611, 0.1424, -0.1175, -0.0887, -0.2316, 0.0948, -0.5463, 0.2467, 0.1804, -0.5200, 0.0616, -0.2553, -0.1196, -0.0210, 0.0988, -0.5703, 0.2489, 0.2390, 0.2368, 0.2154, 0.2291, 0.2450, -0.0821, -0.4283, -0.1002, -0.4333, -0.0680, -0.4328, -0.5802, 1.1866, -0.5406, -0.4934, 0.2002, 0.2189, 0.2299, 0.2091, 0.2168, 0.2101, 0.2354, 0.2450, 0.2294, 0.2325, 0.2398, 0.2561, 0.2374, 0.0726, -0.2643, -0.1247, -0.2418, 0.0738, -0.5700, 0.2472, 0.2429, 0.2423, 0.2227]}